[1]
A structure of composition C8H23IN7O16S2, computed with ωB97M-V/def2-TZVPD.

Last column: Löwdin charge in e.
Geometry (Å):
1 C -3.6736 0.2300 2.9627  -0.12
2 C -3.8572 1.1227 1.7794  -0.31
3 S -2.4005 2.0933 1.4637  0.46
4 O -2.1568 3.0178 2.5194  -0.30
5 O -1.3172 1.1453 1.3407  -0.36
6 N -2.5575 2.7506 0.0027  -0.39
7 S -3.9202 3.5339 -0.1800  0.04
8 O -4.9425 2.7433 -0.7876  -0.41
9 O -4.3453 4.3031 0.9396  -0.39
10 I -3.2605 5.1476 -1.9028  0.46
11 H -3.5885 0.8006 3.8721  0.08
12 H -4.5176 -0.4325 3.0289  0.07
13 H -2.7764 -0.3466 2.8693  0.04
14 H -3.9464 0.4926 0.9133  0.08
15 H -4.7322 1.7405 1.8659  0.09
16 C 0.4532 -0.6249 -0.8330  0.07
17 N 1.6840 -0.8025 -1.6523  -0.42
18 O 1.5651 -1.2533 -2.7779  0.05
19 O 2.7448 -0.4917 -1.1491  0.05
20 H -0.3954 -0.9455 -1.4123  0.06
21 H 0.5666 -1.2307 0.0592  0.10
22 H 0.3691 0.4273 -0.5729  0.11
23 C 1.0871 3.0592 2.2605  0.04
24 N 1.9190 4.2433 1.8994  -0.44
25 O 1.7894 4.7263 0.7933  0.06
26 O 2.6947 4.6580 2.7447  0.03
27 H 0.4538 2.8010 1.4254  0.07
28 H 1.7662 2.2523 2.4916  0.07
29 H 0.4903 3.3278 3.1247  0.10
30 C 0.7667 -2.0858 3.3058  0.05
31 N 0.4575 -0.6280 3.3580  -0.42
32 O -0.6419 -0.2997 3.7322  0.07
33 O 1.3496 0.1194 3.0116  0.05
34 H -0.1088 -2.6370 3.6263  0.09
35 H 1.0196 -2.3239 2.2776  0.09
36 H 1.6124 -2.2710 3.9593  0.08
37 C 5.0314 -1.5372 1.0668  0.05
38 N 4.6575 -2.2646 2.3125  -0.44
39 O 5.0797 -3.3959 2.4657  0.06
40 O 3.9480 -1.6669 3.0926  0.05
41 H 5.6604 -2.1844 0.4688  0.09
42 H 4.1145 -1.2837 0.5443  0.07
43 H 5.5599 -0.6376 1.3645  0.10
44 C 2.6027 -2.0571 -5.6330  0.04
45 N 2.7811 -1.6428 -7.0536  -0.45
46 O 2.1855 -2.2706 -7.9083  0.05
47 O 3.5153 -0.7000 -7.2625  0.06
48 H 1.9285 -2.9035 -5.6055  0.09
49 H 3.5813 -2.3216 -5.2472  0.10
50 H 2.1932 -1.2147 -5.0893  0.08
51 C -3.5035 -1.7254 -3.1405  0.05
52 N -2.8447 -1.7814 -1.8055  -0.45
53 O -2.6723 -0.7343 -1.2249  0.07
54 O -2.5221 -2.8834 -1.3955  0.05
55 H -3.7273 -0.6899 -3.3654  0.10
56 H -2.8109 -2.1465 -3.8624  0.10
57 H -4.4088 -2.3206 -3.0813  0.10

For the HOMO-LUMO gap, the calculation gives 8.0 eV. The LUMO energy is 0.061 Eh. Its charge is -1.


[2]
A structure of composition C8H23InNO5, computed with ωB97M-V/def2-TZVPD.

Last column: Löwdin charge in e.
Geometry (Å):
1 In -4.6567 6.3106 -27.4309  1.40
2 C -8.3453 2.4712 -27.0876  -0.01
3 C -7.2516 3.5244 -26.8908  -0.38
4 C -6.3641 3.2298 -25.6439  -0.10
5 O -5.5372 4.4390 -25.3310  -0.32
6 C -5.1901 4.5527 -23.9792  -0.10
7 N -6.3645 3.6189 -28.0900  0.16
8 H -8.7081 2.6655 -28.0969  0.09
9 H -9.1790 2.5499 -26.3899  0.11
10 H -7.8512 1.5006 -27.0425  0.10
11 H -7.8512 4.4237 -26.7498  0.11
12 H -5.9028 2.2423 -25.6273  0.14
13 H -6.9947 3.1130 -24.7625  0.13
14 H -6.0634 4.7925 -23.3726  0.10
15 H -4.4296 5.3198 -23.8331  0.10
16 H -4.7415 3.6121 -23.6598  0.11
17 H -6.8379 3.1313 -28.8371  0.11
18 H -5.6652 2.8950 -28.0062  0.11
19 C -1.0597 5.3305 -28.1276  -0.25
20 C -1.1749 5.2386 -26.6436  -0.22
21 O -2.4300 4.7798 -26.1910  -0.13
22 O -2.0796 5.9154 -28.8551  -0.12
23 H -0.8033 4.3462 -28.5195  0.14
24 H -0.2726 6.0538 -28.3407  0.15
25 H -1.0297 6.1950 -26.1412  0.14
26 H -0.4648 4.4433 -26.4174  0.15
27 H -2.2354 4.3076 -25.3781  0.11
28 H -1.7245 6.3592 -29.6288  0.12
29 C -8.4338 7.1351 -26.8938  -0.24
30 C -7.6923 7.0190 -25.5242  -0.26
31 O -6.5476 7.7006 -25.6532  -0.10
32 O -7.8253 6.5063 -27.9242  -0.10
33 H -8.4431 8.2065 -27.0943  0.14
34 H -9.4060 6.6643 -26.7482  0.14
35 H -7.5951 6.0005 -25.1482  0.11
36 H -8.2142 7.6318 -24.7893  0.15
37 H -6.3460 8.1028 -24.8052  0.13
38 H -8.4084 6.0655 -28.5466  0.12

For the HOMO-LUMO gap (spin up / spin down), the calculation gives 9.6 / 4.5 eV. The LUMO energy (spin up / spin down) is -0.257 / -0.444 Eh. The spin multiplicity is 2. Its charge is +2.


[3]
A structure of composition C8H23IrN2O9P2, computed with ωB97M-V/def2-TZVPD.

Last column: Löwdin charge in e.
Geometry (Å):
1 Ir -0.2079 -0.4752 0.5613  1.70
2 O -2.2421 3.0087 -0.0897  -0.13
3 P -1.6961 1.9806 1.0387  0.24
4 O -2.1706 2.3926 2.3693  -0.19
5 O -1.9014 0.5559 0.5351  -0.41
6 O -0.0967 2.2379 0.7698  -0.33
7 P 1.0304 1.9139 1.9229  0.28
8 O 2.3275 2.1224 0.9994  -0.13
9 O 0.9934 2.8636 3.0508  -0.19
10 O 0.8289 0.3735 2.1355  -0.38
11 H -2.8345 3.6543 0.3751  0.14
12 H 2.9105 2.8011 1.4223  0.13
13 C 2.7180 -1.4854 0.6717  -0.05
14 O 1.3818 -1.8356 0.3271  -0.40
15 C 1.0819 -3.2134 0.6656  -0.12
16 C 0.4089 -3.1676 2.0265  -0.13
17 O -0.6833 -2.2423 1.8897  -0.32
18 C -1.3800 -1.9603 3.0933  -0.04
19 H 3.3710 -2.3347 0.3968  0.12
20 H 2.8073 -1.2546 1.7611  0.12
21 H 3.0066 -0.5838 0.0976  0.10
22 H 2.0079 -3.8208 0.6162  0.15
23 H 0.4433 -3.5769 -0.1544  0.14
24 H 1.1252 -2.7873 2.7734  0.15
25 H 0.0559 -4.1682 2.3433  0.16
26 H -1.7126 -2.8966 3.5646  0.12
27 H -2.2453 -1.3537 2.8012  0.11
28 H -0.7454 -1.3979 3.7814  0.11
29 N -0.7079 2.2634 -2.5176  0.09
30 C -1.6369 1.2058 -3.0468  -0.08
31 C -1.6749 -0.1148 -2.2741  -0.12
32 N -0.4168 -0.4109 -1.5090  -0.22
33 C 0.7031 0.2135 -2.2804  -0.15
34 C 0.6873 1.7304 -2.3145  -0.08
35 H -1.0977 2.5924 -1.6055  0.13
36 H -0.6952 3.0706 -3.1607  0.20
37 H -1.3362 1.0515 -4.1146  0.16
38 H -2.6380 1.6485 -3.0498  0.15
39 H -1.7554 -0.9280 -3.0291  0.15
40 H -2.5188 -0.1469 -1.5651  0.12
41 H -0.2500 -1.4189 -1.6385  0.13
42 H 0.6642 -0.2166 -3.3033  0.15
43 H 1.6730 -0.1213 -1.8600  0.13
44 H 1.3665 2.0870 -3.1111  0.16
45 H 1.0512 2.1442 -1.3655  0.11

For the HOMO-LUMO gap (spin up / spin down), the calculation gives 8.6 / 7.0 eV. The LUMO energy (spin up / spin down) is -0.224 / -0.341 Eh. Its energy above the lowest of the compared OMol25 structures with the same formula, charge and spin is 3.70 kcal/mol. The spin multiplicity is 5. Its charge is +2.


[4]
A cluster of 2 separate species, C8H23N4 in total, computed with ωB97M-V/def2-TZVPD.

Last column: Löwdin charge in e.
Geometry (Å):
1 C 1.1914 -0.3393 1.6121  -0.06
2 C 2.8869 0.5705 -0.0658  0.01
3 C -3.2255 -1.9427 0.4206  -0.06
4 C -3.0138 0.2926 -0.6737  -0.02
5 C 0.8361 1.8522 -1.3815  -0.05
6 C 0.6600 2.4922 0.7741  -0.03
7 C 1.3755 0.0904 0.1806  -0.40
8 C 0.9429 -1.2605 -0.5640  -0.56
9 N 1.9998 -1.9933 -0.9343  0.11
10 N -2.4915 -0.6823 0.3537  -0.15
11 N 0.6135 1.3307 -0.0626  -0.04
12 N -0.2141 -1.7193 -0.4010  0.04
13 H 1.1313 -1.4592 1.7256  0.11
14 H 0.4117 0.1712 2.2019  0.07
15 H 2.1406 -0.0801 2.1019  0.08
16 H 3.5227 0.0539 0.5790  0.07
17 H 3.2163 0.5268 -1.1185  0.10
18 H 2.9656 1.6648 0.1927  0.10
19 H -3.4965 -2.1462 -0.5927  0.09
20 H -2.5674 -2.5924 0.9850  0.09
21 H -4.2408 -2.0259 0.8106  0.10
22 H -2.8104 1.2573 -0.3880  0.05
23 H -2.5764 -0.0321 -1.5543  0.08
24 H -4.0804 0.2872 -0.6409  0.09
25 H 0.0251 2.6380 -1.5925  0.14
26 H 1.8070 2.2271 -1.5671  0.10
27 H 0.5578 1.1233 -2.0872  0.09
28 H 0.5955 2.0934 1.8412  0.11
29 H 1.5551 2.9825 0.7272  0.07
30 H -0.3406 3.0381 0.6412  0.15
31 H 2.9699 -1.8073 -0.7852  0.08
32 H 1.9413 -2.8714 -1.3870  0.09
33 H -2.3673 -0.1666 1.3005  0.19
34 H -0.5165 -2.6589 -0.5973  0.06
35 H -1.4050 -0.9148 -0.0542  0.08

For the HOMO-LUMO gap (spin up / spin down), the calculation gives 4.0 / 4.9 eV. The LUMO energy (spin up / spin down) is -0.093 / -0.242 Eh. Its energy above the lowest of the compared OMol25 structures with the same formula, charge and spin is 18.20 kcal/mol. The spin multiplicity is 3. Its charge is +1.


no.,maximum force (eV/Å),E (hartree)
1,1.55,-2999.32772
2,4.66,-938.94202
3,4.13,-1891.83004
4,7.18,-537.12686